# 1
Formula: C4H13NOS2
Source: OMol25
Level of theory: ωB97M-V/def2-TZVPD

Structure (ORCA input):
```
! RIJCOSX wB97M-V def2-TZVPD def2/J DEFGRID3
* xyz 0 1
S 1.153 0.791 3.472
S -0.418 1.192 2.333
C -0.271 1.291 0.509
C -0.784 -0.089 0.028
C -2.276 -0.070 -0.037
N -0.362 -0.523 -1.363
C 0.059 -1.931 -1.358
H 2.055 1.802 3.325
H 0.592 1.798 0.070
H -0.964 2.092 0.019
H -0.379 -0.912 0.754
H -2.561 0.579 -0.830
H -2.724 0.429 0.823
H -2.867 -0.948 -0.143
H -1.254 -0.260 -1.819
H 1.178 -1.970 -1.320
H 0.119 -2.302 -2.371
H -0.575 -2.495 -0.623
H 4.154 0.816 -0.574
H 2.714 0.148 -0.743
O 3.410 0.560 -0.151
*
```

Calculated values
- frontier orbital gap (eV) = 8.99
- highest occupied orbital energy (eV) = -8.27
- energy above the lowest of the compared OMol25 structures with the same formula, charge and spin (kJ/mol) = 278.5
- LUMO energy (Ha) = 0.026
- SMILES string = CN[C@H](C)CSS.O
- calculated total energy (Ha) = -1086.4752
- molecular weight (g mol⁻¹) = 155.29

# 2
Formula: C4H13NS
Source: OMol25
Level of theory: ωB97M-V/def2-TZVPD

Structure (ORCA input):
```
! RIJCOSX wB97M-V def2-TZVPD def2/J DEFGRID3
* xyz 0 1
C -0.098 -1.687 -1.831
C 0.226 -0.320 -2.423
C 0.543 0.700 -1.367
S -1.279 1.159 -0.403
H 0.775 -2.087 -1.277
H -0.372 -2.401 -2.614
H -0.917 -1.587 -1.129
H 1.065 -0.381 -3.133
H -0.670 0.055 -2.948
H 0.788 1.718 -1.691
H 1.170 0.376 -0.527
C 0.528 0.745 2.628
N -0.820 0.184 2.388
H 1.264 0.171 2.062
H 0.571 1.766 2.248
H 0.777 0.724 3.683
H -1.059 -0.512 3.076
H -0.972 0.468 0.867
H -1.522 0.909 2.391
*
```

Calculated values
- frontier orbital gap (eV) = 9.00
- highest occupied orbital energy (eV) = -8.17
- energy above the lowest of the compared OMol25 structures with the same formula, charge and spin (kJ/mol) = 108.9
- LUMO energy (Ha) = 0.030
- SMILES string = CCCS.CN
- calculated total energy (Ha) = -613.0875
- molecular weight (g mol⁻¹) = 107.22

# 3
Formula: C4H13O4
Source: OMol25
Level of theory: ωB97M-V/def2-TZVPD

Structure (ORCA input):
```
! RIJCOSX wB97M-V def2-TZVPD def2/J DEFGRID3
* xyz -1 1
C 0.065 -0.435 -1.914
O -1.212 -0.538 -1.251
C 0.714 0.906 -1.618
C 1.446 0.838 -0.271
C 0.456 1.087 0.898
O -0.214 -0.054 1.236
H 0.657 -1.284 -1.561
H -0.208 -0.583 -2.960
H -0.978 -0.452 -0.292
H -0.058 1.648 -1.503
H 1.332 1.231 -2.455
H 1.809 -0.188 -0.124
H 2.405 1.372 -0.251
H -0.197 1.918 0.549
H 0.969 1.497 1.792
H 0.910 -1.990 1.876
H -0.456 -2.367 1.646
O 0.234 -2.546 2.286
H -3.090 -0.067 0.698
H -1.803 -0.104 1.628
O -2.783 0.109 1.590
*
```

Calculated values
- frontier orbital gap (eV) = 8.02
- highest occupied orbital energy (eV) = -4.09
- energy above the lowest of the compared OMol25 structures with the same formula, charge and spin (kJ/mol) = 77.5
- LUMO energy (Ha) = 0.144
- calculated total energy (Ha) = -461.1830
- molecular weight (g mol⁻¹) = 125.14

# 4
Formula: C4H13OP5
Source: OMol25
Level of theory: ωB97M-V/def2-TZVPD

Structure (ORCA input):
```
! RIJCOSX wB97M-V def2-TZVPD def2/J DEFGRID3
* xyz 0 1
C 1.952 2.396 1.924
C -1.813 -3.014 0.355
C -1.706 2.746 -1.832
C 3.826 -2.110 -0.329
O 0.811 2.218 1.246
P -2.037 -1.210 1.031
P -1.516 1.908 -0.131
P -2.183 -0.124 -0.877
P -3.949 -0.572 0.358
P 0.582 1.369 -0.157
H 4.510 -2.758 0.128
H 1.926 3.401 2.367
H 2.922 1.919 1.878
H -0.760 -3.243 0.461
H -2.434 -3.665 1.002
H -2.072 -3.043 -0.678
H -1.072 2.347 -2.623
H -2.642 2.531 -2.116
H -1.352 3.747 -1.704
H 3.821 -2.164 -1.471
H 2.872 -2.327 0.260
H 4.270 -1.144 0.045
H -3.956 0.791 0.861
*
```

Calculated values
- frontier orbital gap (alpha / beta) (eV) = 7.03 / 8.01
- highest occupied orbital energy (alpha / beta) (eV) = -7.85 / -7.62
- energy above the lowest of the compared OMol25 structures with the same formula, charge and spin (kJ/mol) = 135.3
- LUMO energy (alpha / beta) (Ha) = -0.030 / 0.014
- calculated total energy (Ha) = -1942.0735
- molecular weight (g mol⁻¹) = 232.02

# 5
Formula: C4H13OP5
Source: OMol25
Level of theory: ωB97M-V/def2-TZVPD

Structure (ORCA input):
```
! RIJCOSX wB97M-V def2-TZVPD def2/J DEFGRID3
* xyz 0 1
C -3.277 -2.176 1.159
C 1.986 2.297 -0.528
C 0.938 -3.153 -1.406
C -1.428 3.112 0.057
O -2.047 -2.238 0.914
P 1.218 1.060 0.553
P 0.853 -2.457 0.324
P 2.189 -0.802 -0.219
P 3.022 0.321 1.471
P -0.961 -1.227 0.202
H -0.609 3.801 -0.139
H -3.699 -3.042 1.553
H -3.948 -1.276 0.731
H 1.129 2.587 -1.114
H 2.059 3.133 0.063
H 2.841 1.902 -1.101
H 0.191 -2.787 -2.145
H 2.007 -3.034 -1.664
H 0.687 -4.226 -1.344
H -2.186 2.952 -0.827
H -1.141 2.114 0.094
H -2.129 3.535 0.769
H 2.306 -0.396 2.598
*
```

Calculated values
- frontier orbital gap (alpha / beta) (eV) = 6.74 / 7.82
- highest occupied orbital energy (alpha / beta) (eV) = -7.43 / -7.47
- energy above the lowest of the compared OMol25 structures with the same formula, charge and spin (kJ/mol) = 160.9
- LUMO energy (alpha / beta) (Ha) = -0.025 / 0.013
- calculated total energy (Ha) = -1942.0637
- molecular weight (g mol⁻¹) = 232.02

# 6
Formula: C4H14FeN3S
Source: OMol25
Level of theory: ωB97M-V/def2-TZVPD

Structure (ORCA input):
```
! RIJCOSX wB97M-V def2-TZVPD def2/J DEFGRID3
* xyz -1 5
C -0.866 -1.270 -3.839
Fe -0.603 -0.008 -1.109
N -2.098 1.588 -1.687
H 0.440 -1.109 -0.732
H -1.182 -1.393 -2.793
H -0.453 -2.197 -4.261
H -0.099 -0.477 -3.917
H -1.873 -1.194 -4.432
H -1.766 2.540 -1.480
H -3.019 1.499 -1.234
H -2.298 1.584 -2.697
S 1.111 1.290 -0.322
C 1.129 0.595 1.151
N 0.037 0.556 2.019
C 0.417 -0.143 3.224
C 1.912 -0.511 3.025
N 2.246 -0.031 1.707
H -0.898 0.943 1.824
H -0.205 -1.057 3.331
H 0.285 0.517 4.108
H 2.063 -1.610 3.083
H 2.551 0.003 3.775
H 3.170 -0.115 1.259
*
```

Calculated values
- frontier orbital gap (alpha / beta) (eV) = 2.34 / 5.13
- highest occupied orbital energy (alpha / beta) (eV) = 0.67 / -2.16
- ⟨S²⟩ = 6.0433
- LUMO energy (alpha / beta) (Ha) = 0.111 / 0.109
- calculated total energy (Ha) = -1986.8135
- molecular weight (g mol⁻¹) = 192.09

# 7
Formula: C4H14N
Source: OMol25
Level of theory: ωB97M-V/def2-TZVPD

Structure (ORCA input):
```
! RIJCOSX wB97M-V def2-TZVPD def2/J DEFGRID3
* xyz 0 2
C -2.185 1.387 -0.795
C -2.500 0.235 0.102
N -0.761 1.355 -1.386
H -2.898 1.382 -1.614
H -2.354 2.340 -0.302
H -1.939 0.019 1.015
H -2.517 -0.667 -0.515
H -0.767 1.047 -2.410
H -0.456 2.348 -1.342
H -0.035 0.768 -0.925
H -3.487 0.252 0.591
C 3.208 -1.293 0.646
C 1.745 -1.325 1.206
H 3.594 -0.281 0.519
H 3.791 -1.677 1.479
H 3.349 -1.903 -0.237
H 1.412 -0.369 1.610
H 1.810 -2.132 1.928
H 0.989 -1.486 0.432
*
```

Calculated values
- frontier orbital gap (alpha / beta) (eV) = 4.72 / 12.54
- highest occupied orbital energy (alpha / beta) (eV) = -3.73 / -11.90
- ⟨S²⟩ = 0.7506
- energy above the lowest of the compared OMol25 structures with the same formula, charge and spin (kJ/mol) = 80.5
- LUMO energy (alpha / beta) (Ha) = 0.036 / 0.024
- calculated total energy (Ha) = -215.4015
- molecular weight (g mol⁻¹) = 76.16

# 8
Formula: C4H14N
Source: OMol25
Level of theory: ωB97M-V/def2-TZVPD

Structure (ORCA input):
```
! RIJCOSX wB97M-V def2-TZVPD def2/J DEFGRID3
* xyz 1 1
C 3.563 1.094 -0.748
C 2.239 0.549 -1.302
H 4.154 0.324 -0.253
H 4.085 1.297 -1.677
H 3.485 1.899 -0.023
H 1.495 0.121 -0.629
H 2.501 -0.244 -2.016
H 1.768 1.286 -1.953
C -2.341 0.686 0.841
N -2.560 -0.792 0.381
C -1.520 -1.676 1.034
H -3.288 1.211 0.874
H -1.667 1.116 0.114
H -2.066 0.589 1.885
H -3.565 -0.815 0.557
H -2.427 -0.956 -0.611
H -0.582 -1.606 0.490
H -1.357 -1.396 2.068
H -1.917 -2.688 0.968
*
```

Calculated values
- frontier orbital gap (eV) = 10.52
- highest occupied orbital energy (eV) = -14.22
- energy above the lowest of the compared OMol25 structures with the same formula, charge and spin (kJ/mol) = 128.3
- LUMO energy (Ha) = -0.136
- calculated total energy (Ha) = -215.2600
- molecular weight (g mol⁻¹) = 76.16

# 9
Formula: C4H14N
Source: OMol25
Level of theory: ωB97M-V/def2-TZVPD

Structure (ORCA input):
```
! RIJCOSX wB97M-V def2-TZVPD def2/J DEFGRID3
* xyz 1 1
C 0.910 -0.190 -2.115
C 1.114 1.261 -1.733
H 1.169 -0.865 -1.291
H -0.072 -0.512 -2.452
H 1.622 -0.465 -2.892
H 0.609 1.538 -0.806
H 0.751 1.950 -2.489
H 2.164 1.504 -1.605
C -1.482 0.636 1.392
C -1.128 -0.804 1.125
N 0.256 -1.106 1.661
H -2.381 0.899 0.837
H -0.732 1.313 0.973
H -1.644 0.860 2.439
H -1.079 -0.983 0.055
H -1.829 -1.535 1.506
H 0.363 -0.640 2.564
H 0.402 -2.107 1.796
H 0.987 -0.753 1.033
*
```

Calculated values
- frontier orbital gap (eV) = 11.62
- highest occupied orbital energy (eV) = -15.35
- energy above the lowest of the compared OMol25 structures with the same formula, charge and spin (kJ/mol) = 37.4
- LUMO energy (Ha) = -0.137
- calculated total energy (Ha) = -215.2947
- molecular weight (g mol⁻¹) = 76.16

# 10
Formula: C4H14N2
Source: OMol25
Level of theory: ωB97M-V/def2-TZVPD

Structure (ORCA input):
```
! RIJCOSX wB97M-V def2-TZVPD def2/J DEFGRID3
* xyz 1 2
C 1.953 -0.275 0.280
C 0.548 -0.894 0.294
C -0.693 -0.039 0.047
C -0.516 0.867 -1.172
N -1.837 1.621 -1.399
N 0.421 -1.488 1.688
H 2.147 0.251 -0.657
H 2.119 0.413 1.112
H 2.718 -1.055 0.349
H 0.513 -1.775 -0.362
H -0.862 0.642 0.876
H -1.518 -0.755 -0.030
H 0.209 1.625 -0.861
H -0.120 0.408 -2.067
H -1.755 2.208 -2.252
H -2.654 0.987 -1.539
H -1.911 2.220 -0.512
H 0.801 -2.436 1.733
H -0.515 -1.576 2.098
H 0.954 -0.948 2.374
*
```

Calculated values
- frontier orbital gap (alpha / beta) (eV) = 3.01 / 12.88
- highest occupied orbital energy (alpha / beta) (eV) = -6.71 / -16.63
- ⟨S²⟩ = 0.7506
- energy above the lowest of the compared OMol25 structures with the same formula, charge and spin (kJ/mol) = 108.9
- LUMO energy (alpha / beta) (Ha) = -0.136 / -0.138
- calculated total energy (Ha) = -269.9371
- molecular weight (g mol⁻¹) = 90.17

It is found that the max |F| values, taken in the order of the records, are 5.843; 3.287; 1.880; 4.353; 4.599; 2.386; 1.983; 2.215; 0.890; 1.698 eV/A.